(1)
Formula: C14H37MgO9S5
Source: the OMol25 dataset
Level of theory: ωB97M-V with the def2-TZVPD basis set

Values from the calculation:
Net charge: +1
DFT total energy (eV): -93160.1976
Frontier orbital gap (eV): 8.9
LUMO (eV): -2.0
ΔE to the lowest compared entry with this formula, charge and spin (eV): 1.643
HOMO (eV): -10.926

Last column: natural (NBO) charge in e.
Geometry (Å):
Mg: 1.8275 0.1386 1.1394  1.808
O: -0.0005 -0.1272 1.0249  -1.371
H: -0.7114 0.0684 0.3839  0.437
C: -3.0849 2.5551 -2.6318  -0.646
C: -2.0738 1.3500 -2.7744  0.068
C: -2.6859 0.1448 -3.4797  -0.104
O: -1.7417 -0.1702 -4.4781  -0.474
C: -0.8032 0.7283 -4.5530  0.968
O: 0.0969 0.6753 -5.3568  -0.592
O: -1.0724 1.6880 -3.7220  -0.501
H: -2.6614 3.5329 -2.4023  0.230
H: -3.8003 2.3833 -1.8276  0.229
H: -3.5289 2.8699 -3.5762  0.236
H: -1.5878 1.0780 -1.8375  0.181
H: -3.6361 0.3713 -3.9633  0.204
H: -2.9038 -0.7106 -2.8402  0.199
C: -0.1400 3.3046 2.0464  -0.791
S: 0.8162 2.2671 3.2083  1.234
O: 1.8830 1.6120 2.2967  -1.069
C: 1.5755 3.8036 3.9379  -0.789
H: -0.6244 2.6463 1.3252  0.253
H: 0.6303 3.9213 1.5835  0.231
H: -0.7913 3.9777 2.6040  0.240
H: 1.8125 4.5485 3.1782  0.231
H: 2.5282 3.5690 4.4128  0.254
H: 0.8388 4.2885 4.5783  0.243
C: 2.3264 -3.0825 4.2558  -0.808
S: 1.2751 -2.3711 2.9129  1.264
O: 2.1294 -1.2795 2.3501  -1.087
C: 0.0351 -1.5457 3.9865  -0.808
H: 1.8503 -3.8563 4.8580  0.252
H: 2.9263 -2.2908 4.7046  0.251
H: 3.0220 -3.6665 3.6532  0.240
H: -0.4959 -2.3818 4.4416  0.232
H: -0.6517 -0.8880 3.4537  0.270
H: 0.5860 -0.9970 4.7503  0.233
C: -1.7092 -3.8736 1.2076  -0.812
S: -3.4335 -3.4379 1.6526  1.174
O: -4.3511 -4.3195 0.7440  -0.932
C: -3.3318 -1.6787 1.0386  -0.823
H: -1.0243 -3.2793 1.8123  0.217
H: -1.5711 -3.6645 0.1468  0.218
H: -1.4001 -4.9040 1.3836  0.246
H: -3.1499 -1.5992 -0.0331  0.216
H: -2.5307 -1.1226 1.5257  0.244
H: -4.1819 -1.1254 1.4376  0.241
C: 2.8361 1.7276 -2.7886  -0.791
S: 1.4040 1.7019 -1.5992  1.249
O: 2.0186 1.4299 -0.2518  -1.067
C: 1.1411 3.4831 -1.7202  -0.822
H: 3.0597 0.7161 -3.1276  0.245
H: 3.6639 2.3106 -2.3848  0.245
H: 2.5069 2.2170 -3.7052  0.246
H: 2.0387 4.0830 -1.5700  0.245
H: 0.3873 3.6880 -0.9601  0.229
H: 0.7744 3.7885 -2.7002  0.260
C: 2.3841 -3.4485 -1.8117  -0.800
S: 1.4400 -2.2937 -0.7636  1.187
O: 2.3429 -1.1309 -0.2613  -1.041
C: 0.1399 -1.7142 -2.0391  -0.779
H: 1.7441 -4.1991 -2.2755  0.254
H: 3.1264 -3.9682 -1.2058  0.253
H: 2.8871 -2.8312 -2.5560  0.239
H: -0.3502 -2.5674 -2.5081  0.248
H: 0.5894 -1.0486 -2.7760  0.230
H: -0.6149 -1.0950 -1.5543  0.229

(2)
Formula: C31H28O6S
Source: the OMol25 dataset
Level of theory: ωB97M-V with the def2-TZVPD basis set

Values from the calculation:
Net charge: 0
DFT total energy (eV): -55715.9545
Frontier orbital gap (eV): 4.8
LUMO (eV): -2.1
ΔE to the lowest compared entry with this formula, charge and spin (eV): 0.381
HOMO (eV): -6.892

Last column: natural (NBO) charge in e.
Geometry (Å):
C: 3.9360 2.0130 2.7296  -0.631
C: 3.8735 0.5522 3.0517  -0.060
O: 2.8163 -0.1175 2.2606  -0.553
C: 1.9533 -0.9707 2.9074  0.703
C: 0.6613 -1.1513 2.1452  0.084
O: -0.3333 -1.8791 2.5964  -0.544
C: -0.7690 -3.2720 2.3793  -0.231
S: -0.0330 0.7585 2.1833  2.019
C: -1.8254 0.7713 2.5269  -0.202
C: -2.6958 1.3392 1.5937  -0.223
C: -4.0536 1.4433 1.9096  -0.216
C: -4.5286 0.9914 3.1418  -0.196
C: -3.6304 0.5065 4.0943  -0.206
C: -2.2723 0.3957 3.7932  -0.212
O: 0.4951 1.2828 3.4397  -0.938
O: 0.2843 1.3837 0.9121  -0.925
O: 2.1432 -1.4919 4.0030  -0.618
H: 4.7271 2.4456 3.3320  0.211
H: 4.1624 2.2005 1.6850  0.215
H: 3.0049 2.4997 3.0007  0.234
H: 4.8077 0.0328 2.8249  0.183
H: 3.6087 0.3775 4.0923  0.206
H: -1.8436 -3.2829 2.6221  0.202
H: -0.6012 -3.5903 1.3473  0.207
H: -0.2379 -3.9111 3.0931  0.202
H: -2.3035 1.6898 0.6355  0.245
H: -4.7480 1.8849 1.1906  0.220
H: -5.5965 1.0033 3.3610  0.218
H: -3.9713 0.2178 5.0875  0.219
H: -1.5620 0.0231 4.5329  0.246
C: 7.6186 -0.1509 -0.4319  -0.257
O: 6.2430 0.0924 -0.7869  -0.489
C: 5.3481 -0.7994 -0.2795  0.328
C: 4.0080 -0.7218 -0.7432  -0.252
C: 3.0229 -1.4457 -0.1020  -0.126
C: 3.3285 -2.3643 0.9420  -0.200
C: 2.3609 -3.3008 1.4521  0.176
C: 2.5682 -4.0662 2.6987  -0.178
C: 1.9194 -5.3413 2.5614  0.058
C: 1.9164 -6.3226 3.5380  -0.231
C: 2.5748 -6.0448 4.7325  -0.181
C: 3.2778 -4.8389 4.8818  -0.229
C: 3.3264 -3.8790 3.8570  -0.126
C: 1.4080 -5.4485 1.2094  -0.096
C: 1.7075 -4.2224 0.5128  -0.005
C: 1.5168 -4.1843 -0.8713  -0.203
C: 0.9477 -5.2995 -1.5034  -0.219
C: 0.6189 -6.4688 -0.7892  -0.203
C: 0.8733 -6.5554 0.5827  -0.196
C: 4.6870 -2.4737 1.3383  -0.104
C: 5.6816 -1.7100 0.7481  -0.348
H: 8.1906 0.5275 -1.0584  0.204
H: 7.7860 0.0716 0.6301  0.180
H: 7.8990 -1.1930 -0.6398  0.184
H: 3.7787 -0.0358 -1.5658  0.232
H: 1.9805 -1.3325 -0.4025  0.230
H: 1.3550 -7.2429 3.3751  0.213
H: 2.5439 -6.7501 5.5552  0.216
H: 3.8453 -4.6419 5.7921  0.219
H: 3.9411 -2.9951 3.9769  0.234
H: 1.8478 -3.3148 -1.4381  0.224
H: 0.7962 -5.2741 -2.5863  0.218
H: 0.1324 -7.3000 -1.2994  0.216
H: 0.6194 -7.4328 1.1834  0.214
H: 4.9987 -3.1919 2.1005  0.214
H: 6.7188 -1.7709 1.1050  0.223

(3)
Formula: C11H13N2O2
Source: the OMol25 dataset
Level of theory: ωB97M-V with the def2-TZVPD basis set

Values from the calculation:
Net charge: -1
SMILES string: CC(C)\C=[N+]([O-])/C=C1/C=CC=C/C1=N\[O-]
DFT total energy (eV): -18687.6244
Frontier orbital gap (eV): 6.3
LUMO (eV): 3.5
ΔE to the lowest compared entry with this formula, charge and spin (eV): 6.672
HOMO (eV): -2.797

Last column: natural (NBO) charge in e.
Geometry (Å):
C: 1.5396 1.6113 2.7162  -0.636
C: 0.7168 1.4652 1.4685  -0.275
C: 1.5171 1.3648 0.1068  -0.613
C: -0.2016 0.2768 1.7092  0.114
N: 0.2461 -0.9820 1.5363  -0.029
O: 0.2751 -1.7915 2.5614  -0.666
C: 0.5738 -1.4175 0.3534  -0.026
C: -0.0970 -1.1165 -0.8480  -0.166
C: 0.2357 -1.5754 -2.1145  -0.168
C: -0.5593 -1.6368 -3.2202  -0.301
C: -1.8783 -1.1067 -3.0599  -0.230
C: -2.2819 -0.4799 -1.9697  -0.242
C: -1.3685 -0.3984 -0.8118  0.087
N: -1.5540 0.5155 0.1305  0.004
O: -2.7030 1.0382 0.4043  -0.603
H: 2.5949 1.9013 2.5550  0.201
H: 1.6614 0.7106 3.3626  0.236
H: 1.2853 2.4412 3.5051  0.205
H: 0.0372 2.3834 1.1545  0.226
H: 2.2987 0.5258 0.2040  0.212
H: 1.9498 2.3890 0.0255  0.193
H: 0.6859 1.2799 -0.5676  0.239
H: -0.9661 0.3669 2.5049  0.226
H: 1.0359 -2.4170 0.3387  0.198
H: 1.1198 -2.2621 -2.1223  0.189
H: -0.2981 -1.9898 -4.2383  0.204
H: -2.6720 -1.1907 -3.8583  0.190
H: -3.1935 0.0945 -1.8263  0.233

(4)
Formula: C8H8N3
Source: the OMol25 dataset
Level of theory: ωB97M-V with the def2-TZVPD basis set

Values from the calculation:
Net charge: +1
SMILES string: C[C@@]12N=C=CC=[N+]1C=CC=N2
DFT total energy (eV): -12884.9219
Frontier orbital gap (spin up / spin down) (eV): 7.4 / 7.4
LUMO (spin up / spin down) (eV): -5.8 / -5.8
ΔE to the lowest compared entry with this formula, charge and spin (eV): 3.677
HOMO (spin up / spin down) (eV): -13.281 / -13.281

Last column: natural (NBO) charge in e.
Geometry (Å):
C: -0.5902 -0.6028 -1.7591  -0.637
C: -0.2450 0.6371 -1.0076  0.453
N: -1.3695 1.5188 -1.3335  -0.328
C: -2.1398 1.5682 -0.4085  0.693
C: -2.5751 1.0413 0.7649  -0.495
C: -1.5067 0.3054 1.1740  0.186
N: -0.3980 0.1568 0.5158  -0.398
C: 0.7398 -0.0479 1.2793  0.053
C: 1.9490 0.2554 0.7856  -0.322
C: 2.0038 0.9879 -0.4640  0.162
N: 0.9936 1.1451 -1.2512  -0.426
H: -1.3222 -1.1661 -1.1984  0.228
H: 0.2293 -1.2764 -1.7767  0.250
H: -0.9641 -0.3281 -2.7911  0.265
H: -3.4071 1.3236 1.3997  0.316
H: -1.5612 -0.2890 2.0749  0.260
H: 0.7132 -0.5357 2.2923  0.252
H: 2.8232 0.1380 1.4441  0.262
H: 3.0226 1.2746 -0.7673  0.228

We obtain maximum force values of 3.8 1.8 3.9 4.4 eV Å⁻¹ for the records listed above, in that order.